DFT (the ωB97M-V functional and the def2-TZVPD basis) results for a molecular structure, C25H54NO11 at a distorted geometry.

Properties
* energy relative to the best compared isomer or geometry (same formula, charge and spin): 1030.3 kJ/mol
* LUMO level: -2.267 eV
* charge: +1
* HOMO: -10.27 eV
* E_tot: -50787.6787 eV
* Kohn-Sham gap: 8.0 eV
* 2S+1: 1

Atoms and positions in Å:
N  0.0758  -0.1380  0.2653
H  0.4914  0.6234  0.2058
H  -1.0031  -0.1490  0.3806
H  0.3224  -0.7718  1.0509
H  0.0305  -0.3665  -0.7159
O  -0.8252  -2.8728  -0.2859
C  -1.2001  -4.0429  -0.3351
O  -0.3567  -5.1639  -0.0836
C  0.9613  -4.7189  0.5395
C  1.7988  -5.9874  0.3692
C  -2.5700  -4.6098  -0.7859
H  0.7581  -4.4565  1.5979
H  1.4546  -3.9404  0.0941
H  1.8435  -6.2279  -0.7634
H  1.5143  -6.8277  0.9638
H  3.0262  -5.8860  0.4724
H  -3.2479  -4.0232  -0.3783
H  -2.6964  -5.6307  -0.2245
H  -2.5317  -4.8117  -1.8000
O  0.6133  0.2432  1.8291
C  0.5992  0.8404  2.8405
O  1.5282  1.8331  3.2056
C  2.4762  2.1800  2.2088
C  3.3864  3.2122  2.7409
C  -0.2899  0.4913  4.0286
H  1.8293  2.5325  1.3723
H  3.1067  1.3101  1.9220
H  4.1439  3.5202  2.1310
H  3.7021  2.8494  3.5765
H  2.8484  4.0495  2.9451
H  0.1945  0.5140  4.9626
H  -0.8131  -0.4396  4.2144
H  -0.9121  1.2910  4.1740
O  1.6029  2.0615  -1.3510
C  1.5829  2.6027  -2.4420
O  2.7315  3.3475  -2.9186
C  3.7535  3.7541  -2.0805
C  3.2460  4.9722  -1.3880
C  0.4417  2.5378  -3.3186
H  4.5477  3.6384  -2.7055
H  3.8699  3.0633  -1.1656
H  2.4733  4.7951  -0.6914
H  3.2318  5.7803  -2.1360
H  4.1659  5.1189  -0.6801
H  0.7977  2.5632  -4.1598
H  -0.2822  3.3189  -2.9582
H  0.0432  1.5669  -3.2232
O  -1.7635  -0.0389  -2.0571
C  -2.8333  0.3491  -2.5487
O  -4.0555  -0.1476  -2.4124
C  -4.2005  -1.3348  -1.5560
C  -5.6961  -1.9231  -1.7634
C  -2.9394  1.4600  -3.6146
H  -3.9860  -0.9995  -0.4737
H  -3.3165  -1.8822  -1.7089
H  -6.3368  -1.2295  -1.2305
H  -5.8441  -2.9559  -1.5475
H  -5.8606  -2.0628  -2.8458
H  -2.1788  1.5805  -4.1163
H  -3.0716  2.3577  -3.1048
H  -3.8571  1.1518  -4.1630
C  3.9449  -1.0973  -2.6874
C  3.5945  -1.0116  -1.1954
O  2.4891  -1.4942  -0.6705
C  4.5897  -0.2120  -0.2244
H  3.3984  -1.8757  -3.2190
H  5.0616  -1.0821  -2.7738
H  3.2811  -0.0959  -3.1318
H  5.5494  -0.7141  -0.0640
H  4.2854  -0.0046  0.8474
H  4.6422  0.7082  -0.6111
C  -2.1261  -1.9880  4.9478
C  -1.7903  -1.8676  3.5338
O  -0.6966  -1.1020  3.1561
C  -2.6583  -2.6733  2.4331
H  -1.2044  -2.0262  5.4870
H  -2.7727  -2.8921  5.3303
H  -2.6859  -1.1175  5.1799
H  -2.1813  -3.5983  2.4580
H  -2.6885  -1.9710  1.5807
H  -3.8070  -2.7471  2.6785
C  -2.2108  2.3440  0.7794
C  -1.3259  2.6337  -0.4503
O  -0.8469  1.5964  -1.1506
C  -0.8912  4.0574  -0.7815
H  -3.2068  1.8909  0.4104
H  -2.3164  3.3911  1.0731
H  -1.6892  1.8104  1.4124
H  -0.9904  4.4179  -1.7822
H  0.0935  4.1334  -0.7416
H  -1.3658  4.7160  -0.1814

How positive or negative is each atom? The Mulliken charges in e answer that: 1.5726 -0.3492 -0.0551 0.2344 0.0248 -0.4168 0.6653 -0.3350 0.3258 -1.2900 -1.3191 0.1488 0.0499 0.3056 0.3577 0.3072 0.3938 0.3341 0.3782 -0.3101 0.9603 -0.3875 1.3408 -2.3623 -1.5852 -0.1794 -0.2293 0.4788 0.6453 0.5639 0.6157 -0.1182 0.5413 -0.1311 0.4279 -0.4115 -0.0450 -1.0208 -1.1687 0.5937 -0.1672 0.2164 0.2983 0.3237 1.0216 -0.0624 0.0404 -0.4239 0.9591 -0.2806 0.1218 -1.2500 -1.7592 -0.0478 0.2762 0.3279 0.3934 0.3440 0.6131 0.3895 0.3903 -0.9545 0.7625 -0.4997 -1.0248 0.3721 0.3424 0.1286 0.4631 0.0949 0.2864 -1.6578 0.6841 -0.2668 -0.3926 0.4290 0.3223 0.3702 0.3646 -0.2447 0.3542 -0.7531 1.0487 -0.3443 -2.4037 0.1028 0.5146 -0.1535 0.4717 0.5388 0.7678